Record 1
DFT (the ωB97M-V functional and the def2-TZVPD basis) results for C12H14F9MnN2O4S3Si as an isolated structure at a distorted geometry.

* Kohn-Sham gap (spin up / spin down): 6.334 / 7.926 eV
* spin multiplicity: 5
* LUMO energy (spin up / spin down): -0.069 / -0.012 Eh
* expectation value of S²: 6.413

Last column: Löwdin spin population.
Cartesian coordinates (Å):
Mn 0.53625 -0.51965 0.37927  4.28
F -4.80871 3.13712 1.56246  0.00
C -3.58407 2.88717 1.06274  0.00
F -2.72359 3.50637 1.87841  0.00
F -3.53288 3.51812 -0.11696  0.00
C -3.32435 1.40662 0.95005  0.00
C -4.31872 0.49621 1.24941  0.00
C -4.04778 -0.86789 1.16899  0.00
C -2.77398 -1.26570 0.80674  0.00
N -1.81352 -0.40000 0.50960  0.00
C -2.05409 0.93017 0.55706  0.00
S -0.72366 1.88063 0.08486  -0.05
H -5.29535 0.84626 1.54784  0.00
H -4.80607 -1.59988 1.39185  0.00
H -2.50149 -2.31085 0.73504  0.00
F 4.42018 1.36054 0.80204  0.00
C 3.43381 0.87838 1.54618  0.00
F 2.27975 1.34290 1.02075  0.01
F 3.55180 1.35693 2.77550  0.00
S 3.38391 -1.01092 1.43562  0.01
O 2.56687 -1.17800 0.25335  0.03
O 4.73175 -1.43134 1.38726  0.00
N 2.60225 -1.48257 2.71308  0.00
S 1.04997 -1.51252 2.53058  0.01
O 0.48789 -0.19373 2.41736  0.04
O 0.51633 -2.45828 1.59211  0.04
C 0.55851 -2.18462 4.20067  0.00
F 1.07068 -3.40218 4.35353  0.00
F -0.77168 -2.28657 4.27572  0.00
F 0.97870 -1.41771 5.19868  0.00
C 2.70155 0.59414 -2.45880  0.00
Si 0.92951 0.16897 -3.00599  -0.02
C 0.88693 -1.00866 -4.52263  -0.02
C -0.14917 1.69497 -3.38468  0.00
C 0.15804 -0.88867 -1.58429  -0.33
H 3.25356 1.15714 -3.20175  0.00
H 3.26036 -0.30688 -2.22665  0.00
H 2.65264 1.19312 -1.55381  0.00
H 1.26976 -0.53119 -5.41732  0.00
H -0.13163 -1.31956 -4.73694  0.00
H 1.47933 -1.90304 -4.35432  0.00
H 0.24131 2.26483 -4.22068  0.00
H -0.20534 2.35800 -2.52723  0.00
H -1.16374 1.40077 -3.63312  0.00
H 0.63176 -1.88224 -1.61745  -0.01
H -0.90357 -1.01671 -1.82413  -0.01

---

Record 2
DFT (the ωB97M-V functional and the def2-TZVPD basis) results for C4H11N3O2 in the gas phase at a distorted geometry.

* Kohn-Sham gap: 8.949 eV
* LUMO energy: 0.028 Eh

Last column: Löwdin charge in e.
Cartesian coordinates (Å):
C 1.07756 -1.45903 -1.05543  -0.01
C 1.03382 -0.48049 0.12189  -0.69
O 1.87604 -1.03410 1.14517  -0.02
O 1.37332 0.79409 -0.22348  -0.13
H 2.37089 -0.27360 1.47600  0.09
H 2.08460 -1.40504 -1.46539  0.09
H 0.87613 -2.48578 -0.74556  0.08
H 0.37003 -1.16291 -1.82946  0.07
C -0.55858 1.14046 0.03193  -0.38
N -1.33793 1.16275 -1.06416  0.17
N -0.43969 2.29382 0.75706  0.15
N -1.44357 -1.15890 0.31942  0.06
C -0.40150 -0.21992 0.70762  -0.24
H -1.57911 0.25000 -1.43234  0.10
H -1.31190 1.95008 -1.69252  0.12
H -0.36783 3.14873 0.22103  0.11
H 0.04823 2.19180 1.63776  0.11
H -1.09804 -2.10777 0.39271  0.08
H -2.26274 -1.07346 0.91034  0.09
H -0.30973 -0.07075 1.78741  0.14

---

Record 3
DFT (the ωB97M-V functional and the def2-TZVPD basis) results for C32H39BeN3P2S3Sb as an isolated structure at a distorted geometry.

* Kohn-Sham gap (spin up / spin down): 2.918 / 4.307 eV
* spin multiplicity: 2
* LUMO energy (spin up / spin down): -0.025 / -0.025 Eh
* expectation value of S²: 0.757

Last column: Löwdin spin population.
Cartesian coordinates (Å):
Be -0.99645 1.01754 -1.67379  0.03
S -4.93090 0.99622 2.58694  0.18
Sb -3.65478 0.49743 0.74760  0.48
S -0.13646 -0.51646 -0.52082  0.01
S -2.90516 1.67872 -1.15432  0.11
C 1.14849 -0.10303 2.64454  0.00
C 0.00813 -0.47338 3.57450  0.02
P -1.66339 -0.22427 2.93878  0.08
C -2.45355 -1.37359 4.12879  0.01
C -2.39046 -1.13943 5.51280  0.00
C -2.83149 -2.11431 6.42403  0.00
C -3.39562 -3.28032 5.94813  0.00
C -3.46865 -3.56663 4.59390  0.00
C -2.96501 -2.61643 3.71923  0.00
C -1.98107 1.45784 3.70878  0.01
C -3.02556 1.68386 4.57501  0.00
C -3.31931 3.00448 4.93982  0.01
C -2.67194 4.09367 4.31449  0.00
C -1.61138 3.83168 3.45573  0.01
C -1.26526 2.54194 3.18748  0.00
C 1.73689 -1.12065 1.68038  0.00
P 1.85650 -0.27658 0.03327  0.00
C 2.63521 -1.50691 -1.05994  0.00
C 3.37333 -1.14272 -2.18128  0.00
C 3.80101 -2.19998 -3.02501  0.00
C 3.59670 -3.52694 -2.65209  0.00
C 2.85809 -3.87374 -1.52058  0.00
C 2.39538 -2.84603 -0.72774  0.00
C 2.76329 1.27709 -0.05773  0.00
C 4.13714 1.08823 -0.08232  0.00
C 4.90984 2.08960 -0.67503  0.00
C 4.34690 3.32312 -0.85999  0.00
C 3.01256 3.59490 -0.52584  0.00
C 2.17748 2.54703 -0.17884  0.00
H 1.97748 0.31485 3.23251  0.00
H 0.89194 0.80221 2.07206  0.00
H 0.10803 0.05199 4.52423  0.00
H 0.06223 -1.53158 3.83213  0.00
H -2.05061 -0.19302 5.85660  0.00
H -2.55456 -2.01421 7.48726  0.00
H -3.77129 -4.05759 6.66392  0.00
H -4.01163 -4.45410 4.25202  0.00
H -2.85230 -2.88565 2.67730  0.00
H -3.70884 0.90561 4.80967  0.00
H -4.13339 3.19034 5.63280  0.00
H -2.95657 5.10187 4.53466  0.00
H -1.10655 4.64826 2.94237  0.00
H -0.43626 2.30639 2.51433  0.00
H 1.07998 -1.99351 1.55497  0.00
H 2.68797 -1.53986 2.08678  0.00
H 3.56975 -0.10400 -2.42427  0.00
H 4.33148 -1.87162 -3.92308  0.00
H 3.98911 -4.30602 -3.28578  0.00
H 2.64218 -4.91065 -1.24899  0.00
H 1.85435 -3.09133 0.16859  0.00
H 4.56697 0.15581 0.32295  0.00
H 5.95825 1.92081 -0.89105  0.00
H 4.89534 4.10211 -1.38159  0.00
H 2.59406 4.58654 -0.62488  0.00
H 1.11202 2.63125 -0.19410  0.00
C 0.82248 1.87360 -5.56252  0.00
N -0.24569 0.88647 -5.51166  0.00
C -0.82521 0.31842 -6.71921  0.00
C -0.65375 0.50555 -4.25903  0.00
N -0.63613 1.37500 -3.20425  0.01
N -1.02221 -0.76772 -4.06089  0.00
C -2.10694 -1.26619 -3.19172  0.00
C -0.52124 -1.89983 -4.89065  0.00
H 1.58837 1.57957 -6.28408  0.00
H 1.27743 1.93851 -4.58374  0.00
H 0.46938 2.86253 -5.81897  0.00
H -0.96136 1.11744 -7.49889  0.00
H -1.74179 -0.16047 -6.42298  0.00
H -0.11110 -0.39397 -7.16158  0.00
H -0.64876 2.34961 -3.50843  0.00
H -2.61972 -0.47027 -2.64377  0.00
H -1.69915 -2.06411 -2.54129  0.00
H -2.87168 -1.72513 -3.90928  0.00
H 0.45796 -1.79162 -5.35868  0.00
H -1.26767 -2.11291 -5.66478  0.00
H -0.51287 -2.74137 -4.21383  0.00

---

Record 4
DFT (the ωB97M-V functional and the def2-TZVPD basis) results for a 2-piece molecular cluster, C4H12 overall at a distorted geometry.

* SMILES: CC.CC
* Kohn-Sham gap: 12.355 eV
* LUMO energy: 0.042 Eh

Last column: Löwdin charge in e.
Cartesian coordinates (Å):
C -2.38347 -0.36307 0.19205  -0.16
C -1.41935 -1.44478 0.59080  -0.19
H -2.70884 0.10336 1.13014  0.06
H -1.99264 0.27662 -0.62387  0.07
H -3.31508 -0.86932 -0.25027  0.08
H -0.67717 -1.70515 -0.12029  0.05
H -1.76353 -2.38304 0.90320  0.05
H -0.90857 -1.20757 1.46287  0.04
C 2.08481 0.68127 -1.12306  -0.20
C 1.73698 1.17558 0.25497  -0.23
H 3.21772 0.64701 -1.35052  0.08
H 1.54696 -0.34714 -1.38205  0.10
H 1.74564 1.46174 -1.84091  0.06
H 2.49188 1.91077 0.67687  0.08
H 1.57584 0.38265 1.02296  0.06
H 0.76882 1.68108 0.45711  0.06

---

Record 5
DFT (the ωB97M-V functional and the def2-TZVPD basis) results for C7H10NS as an isolated structure at a distorted geometry.

* total charge: +1
* Kohn-Sham gap (spin up / spin down): 8.958 / 7.312 eV
* spin multiplicity: 3
* LUMO energy (spin up / spin down): -0.137 / -0.241 Eh
* expectation value of S²: 2.018

Last column: Löwdin spin population.
Cartesian coordinates (Å):
C -0.85543 -0.97997 1.16671  0.03
C -2.09182 -1.56041 1.12747  0.06
C -2.09591 0.49887 -0.19331  0.36
C -0.75634 0.18216 0.33034  0.11
C 0.34314 2.48376 -0.78285  0.82
C 1.63514 -1.00609 -0.60891  0.01
C 1.62241 0.23472 0.14581  0.03
N 0.33102 0.79101 -0.06603  0.32
S -3.27894 -0.61260 0.30385  0.13
H -0.00009 -1.42785 1.60509  0.00
H -2.30420 -2.43464 1.78834  0.00
H -2.47595 1.46653 -0.57697  0.01
H 1.07495 2.59457 -1.65812  0.04
H -0.58552 2.79883 -1.01982  0.06
H 1.00160 -1.73017 -0.24039  0.00
H 1.49804 -0.80108 -1.64579  0.00
H 2.69672 -1.49316 -0.50185  0.00
H 2.35543 0.91880 -0.32006  0.00
H 1.88574 0.07672 1.14649  0.01

---

Record 6
DFT (the ωB97M-V functional and the def2-TZVPD basis) results for a 2-piece molecular cluster, C6H17N4 overall at a distorted geometry.

* total charge: +1
* Kohn-Sham gap: 9.764 eV
* LUMO energy: -0.119 Eh

Last column: Löwdin charge in e.
Cartesian coordinates (Å):
C 0.88207 0.22542 1.85345  -0.16
C -0.17081 -0.69039 2.45347  -0.14
C 0.47624 1.33305 0.85169  -0.18
C 0.63087 0.04444 -2.66243  -0.02
C 1.33723 2.22642 -1.87898  -0.02
C 0.74977 0.95307 -1.56022  -0.40
N -0.50192 -1.78643 1.57349  -0.07
N 0.38370 0.59708 -0.37622  0.00
N -2.54517 -1.83342 -0.05886  0.12
N -0.54977 -1.78240 0.36998  0.15
H 1.31381 0.76546 2.74200  0.14
H 1.65513 -0.35383 1.27547  0.14
H 0.23871 -1.07565 3.39235  0.13
H -1.03841 -0.15098 2.85143  0.13
H -0.54663 1.61813 1.19234  0.14
H 1.05849 2.18697 0.74251  0.09
H 0.05109 0.30085 -3.59198  0.13
H 1.50846 -0.44001 -2.92569  0.08
H -0.05602 -0.66168 -2.15670  0.08
H 2.36271 2.26594 -1.60200  0.10
H 0.87952 3.00525 -1.29126  0.09
H 1.32602 2.48432 -2.92817  0.10
H -0.74802 -2.63338 1.99596  0.15
H -2.90137 -0.90926 -0.28290  0.09
H -2.64149 -2.63091 -0.65468  0.08
H -0.16218 -0.89767 -0.04206  0.04
H -2.99203 -2.16038 0.71803  0.03

---

Record 7
DFT (the ωB97M-V functional and the def2-TZVPD basis) results for a 2-piece molecular cluster, C3H7BO overall at a distorted geometry.

* SMILES: C=BC.C=O
* Kohn-Sham gap: 8.940 eV
* LUMO energy: 0.015 Eh

Last column: Löwdin charge in e.
Cartesian coordinates (Å):
C 0.27911 -0.72826 -0.63625  -0.01
B 1.31828 0.12651 -0.29746  -0.16
C 2.50114 0.89134 0.25348  -0.06
H -0.56257 -0.61600 -1.23173  -0.03
H 0.03274 -1.37150 0.28608  0.07
H 3.45113 0.81666 -0.30265  0.07
H 2.80558 0.55208 1.21023  0.05
H 2.16092 1.98561 0.33612  0.10
C -3.01008 -0.34636 0.05546  -0.15
O -3.01714 -1.52742 -0.16278  -0.03
H -2.09787 0.21145 -0.24041  0.06
H -3.86124 0.00590 0.72992  0.10

---

Record 8
DFT (the ωB97M-V functional and the def2-TZVPD basis) results for C4H8F3P in the gas phase at a distorted geometry.

* SMILES: FC(F)=C(F)CC[PH4]
* Kohn-Sham gap: 7.120 eV
* LUMO energy: -0.053 Eh

Last column: Löwdin charge in e.
Cartesian coordinates (Å):
F -0.81989 -2.70691 -2.43165  -0.04
C 0.07696 -1.52087 -2.16504  -0.01
F 0.36931 -0.55882 -3.25960  -0.02
C 0.64115 -1.42084 -0.76741  -0.06
F 2.11527 -1.73562 -0.66550  -0.08
C -0.22427 -1.05930 0.57711  -0.21
C -0.87336 0.44548 0.60559  -0.46
P 0.36881 1.86228 0.91376  0.62
H 0.35770 -1.28765 1.59368  0.13
H -1.14687 -1.81704 0.58955  0.13
H -1.52202 0.68316 -0.35358  0.09
H -1.64512 0.45573 1.51653  0.08
H -0.12603 2.58405 -0.24417  -0.03
H 1.45685 0.92651 0.78988  -0.02
H -0.31431 2.16763 2.17695  -0.02
H 1.28582 2.98220 1.12390  -0.10